1.
33
Properties=species:S:1:pos:R:3:forces:R:3:mulliken_charge:R:1 method="wB97M-V/def2-TZVPD" orbital_gap_ev=4.5349 charge=-1 relative_energy_kj_mol=8.42 lumo_energy_ev=0.619 e_tot_ha=-1246.2924
O 0.959 -2.651 -1.660 0.1 -1.1 0.1 -0.41
O -2.718 -1.182 -2.393 -0.8 -0.3 -0.1 -0.77
O 1.747 -0.642 -1.058 0.3 -0.8 0.0 -0.71
O -2.052 3.821 0.958 0.7 -2.0 -0.3 -0.66
O 0.830 -2.131 1.678 0.7 1.3 0.5 -0.65
O -2.662 1.867 0.171 2.0 1.4 1.4 -0.57
O 2.388 -0.886 2.829 -0.7 0.1 -0.9 -0.22
N 1.268 -1.032 1.946 -0.1 1.2 -0.2 0.92
N 3.241 4.001 3.616 -1.5 -1.3 -1.2 -0.54
N 2.711 0.461 3.030 -1.9 0.0 -1.5 -0.65
N -1.807 2.619 0.697 -2.7 0.6 -1.2 1.05
C 0.889 0.276 1.609 1.5 -1.5 1.0 -0.31
C -0.505 2.099 1.039 1.0 -1.2 0.2 -0.46
C -0.141 -3.476 -2.174 0.8 0.7 0.2 -0.51
C 0.403 3.007 1.660 1.0 -0.3 0.7 -0.52
C -0.219 0.726 0.920 -1.6 1.2 0.4 -0.04
C 0.788 -1.333 -1.395 -2.2 1.6 -0.2 0.36
C -0.659 0.646 -2.027 -0.2 0.9 0.0 -1.27
C 1.786 1.123 2.295 1.0 -0.9 1.3 0.68
C 2.482 3.337 3.024 1.4 1.9 1.1 -0.06
C -1.465 -3.094 -1.571 -0.3 0.4 0.1 -0.61
C -0.561 -0.746 -1.564 0.4 -2.9 -0.4 0.72
C 1.553 2.535 2.300 -0.9 0.0 -0.9 0.11
C -1.687 -1.609 -1.879 1.8 0.9 0.5 0.44
H -0.870 0.008 0.426 -0.1 0.1 -0.1 1.12
H 0.161 4.069 1.675 0.0 -0.4 0.0 0.54
H 0.152 -4.499 -1.921 0.0 0.2 -0.1 0.34
H 0.285 1.165 -1.830 -0.2 0.1 -0.2 0.37
H -0.895 0.649 -3.103 0.1 0.3 0.2 0.39
H -1.463 -3.271 -0.482 0.0 0.0 -0.4 0.22
H -0.182 -3.353 -3.270 0.1 0.0 0.3 0.29
H -2.272 -3.655 -2.048 0.0 -0.1 0.1 0.33
H -1.482 1.149 -1.500 0.3 0.1 -0.5 0.11



2.
24
Properties=species:S:1:pos:R:3:forces:R:3:mulliken_charge:R:1 method="wB97M-V/def2-TZVPD" orbital_gap_ev=6.3242 charge=0 smiles="C1=CC2=c3ccccc3=C3C[C@]23C=C1" relative_energy_kj_mol=367.51 lumo_energy_ev=-0.816 e_tot_ha=-539.2740
C -0.124 -1.025 -2.237 0.0 -0.1 -3.0 -0.83
C -0.882 1.477 2.809 2.3 1.1 -2.1 -0.64
C -1.259 0.198 3.148 -0.1 -2.5 -1.7 -0.45
C 0.406 1.297 -2.701 0.2 -2.3 -1.7 -0.46
C -0.184 -0.053 -3.147 1.5 3.3 3.3 -0.65
C 0.503 -0.954 -0.965 -0.5 1.2 0.8 1.32
C 0.869 1.493 -1.457 -1.7 -3.1 0.4 -0.82
C 1.292 -2.077 -0.332 0.8 -2.2 2.0 -0.82
C -0.336 -0.772 1.182 0.1 -3.2 -0.2 0.09
C 0.637 0.377 -0.449 0.8 2.5 -2.6 0.03
C 0.073 0.446 0.809 1.1 5.9 0.2 1.02
C 0.012 -1.728 0.230 -0.9 -1.1 -2.1 -0.37
C -1.072 -0.930 2.284 -1.1 3.0 4.9 -0.92
C -0.173 1.653 1.611 -0.9 -2.1 0.4 -0.58
H -1.014 2.299 3.492 -0.3 0.2 0.0 0.40
H 0.700 1.917 -3.535 -0.2 0.7 0.2 0.35
H 1.376 2.361 -1.234 1.0 1.8 0.8 0.52
H -1.738 0.107 4.076 -0.8 -0.6 1.0 0.42
H 2.093 -1.935 0.424 0.1 0.3 -0.9 0.28
H -0.555 -1.852 -2.726 -0.2 -2.0 0.7 0.38
H -1.524 -1.814 2.579 -0.5 -1.8 0.4 0.55
H 0.105 2.607 1.223 0.2 0.5 -0.1 0.43
H 1.479 -2.920 -1.025 -0.3 0.7 0.4 0.28
H -0.684 -0.171 -4.060 -0.5 0.0 -1.1 0.47